Record 1
Computed, not measured: a 8-piece molecular cluster, H16O7S overall at a distorted geometry, with ωB97M-V with the def2-TZVPD basis set.

Net charge: 0
SMILES: O.O.O.O.O.O.O.S
Lowest unoccupied orbital energy in Eh: -0.0189
Energy above the lowest of the compared OMol25 structures with the same formula, charge and spin in kJ/mol: 360.55
E_HOMO in eV: -10.51
Spin multiplicity: 1
Orbital gap in eV: 9.9919
E_tot in Ha: -934.3563

XYZ file:
```
24
Properties=species:S:1:pos:R:3:lowdin_charge:R:1
O 0.7597 1.8753 3.0757 -0.1188
H 0.4204 2.5619 3.7411 0.0744
H 1.7430 1.9214 3.3140 0.0356
O -4.6372 -3.6679 -1.7028 -0.0652
H -5.3405 -4.0236 -2.1392 -0.0392
H -4.0434 -3.2134 -2.3976 0.0407
O 0.8223 2.9828 -0.3353 -0.0960
H 0.3510 2.3024 -0.9124 0.0488
H 1.6999 2.5589 -0.4388 0.0284
O -2.3127 -2.5615 -3.0402 -0.0756
H -1.7234 -2.4019 -3.7718 0.0336
H -1.6616 -2.1519 -2.3797 0.0675
O 2.5270 -0.1769 0.3119 -0.1249
H 2.1816 0.5138 0.9904 0.0452
H 3.4754 -0.2532 0.5397 0.0087
O -2.3333 -0.9726 1.4282 -0.1006
H -2.5229 0.0022 1.4930 0.0545
H -3.0761 -1.3835 0.9197 0.0507
O -0.1990 -0.2438 -2.0832 -0.1035
H 0.2437 -0.5768 -1.2321 0.0714
H -0.9544 0.2563 -1.6612 0.0597
S 4.6658 1.9511 2.1669 0.4461
H 3.9348 3.0437 2.3877 -0.2101
H 5.9799 1.6571 1.7261 -0.1315
```

***

Record 2
Computed, not measured: a 7-piece molecular cluster, C29H53BrN6O3S overall at a distorted geometry, with ωB97M-V with the def2-TZVPD basis set.

Net charge: 0
Lowest unoccupied orbital energy in Eh: 0.0111
E_HOMO in eV: -10.07
Spin multiplicity: 1
Orbital gap in eV: 10.3674
E_tot in Ha: -4663.1309

XYZ file:
```
93
Properties=species:S:1:pos:R:3:lowdin_charge:R:1
C -6.0088 -0.7635 0.8322 -0.1478
C -4.9839 -1.8765 1.2941 -0.2780
O -4.0713 -1.4975 2.3615 -0.3357
S -3.9390 0.1664 2.5411 0.9850
O -3.6001 0.3464 3.9957 -0.4159
O -2.5989 0.5160 1.5781 -0.3959
C -2.2933 1.9174 1.5963 -0.7072
Br -2.4853 2.7010 -0.2436 0.7134
C -0.7216 2.0223 1.9237 -0.2688
C -0.2527 1.0188 3.0670 -0.0947
H -5.5490 0.0368 0.1685 0.0793
H -6.6259 -0.3220 1.6682 0.0498
H -6.7635 -1.2910 0.1613 0.0913
H -4.4015 -2.2538 0.4072 0.1219
H -5.6051 -2.7518 1.6708 0.1221
H -2.8923 2.5003 2.3553 0.1119
H -0.2117 1.7005 0.9639 0.0541
H -0.4102 3.0826 2.1465 0.1122
H 0.3515 1.6090 3.8215 0.0770
H 0.4068 0.2219 2.6159 0.0712
H -1.1060 0.5532 3.6361 0.0579
C -7.8730 0.0648 5.9336 -0.1066
C -7.8769 -1.4599 5.9629 -0.2651
C -7.3165 -2.0808 4.6813 -0.1769
C -8.1434 -1.6657 3.5073 -0.2164
N -8.8009 -1.3429 2.5934 0.1483
H -8.5111 0.4535 5.1366 0.0710
H -8.2526 0.4636 6.8764 0.0734
H -6.8609 0.4513 5.7838 0.0769
H -8.9003 -1.8096 6.1267 0.1116
H -7.2808 -1.8013 6.8132 0.1096
H -7.3269 -3.1704 4.7540 0.1166
H -6.2830 -1.7616 4.5199 0.1097
C 2.9553 -1.1544 -0.5390 -0.1351
C 4.1686 -0.3445 -0.0990 -0.2596
C 3.8410 0.6723 0.9975 -0.1741
C 2.8231 1.6481 0.5029 -0.2032
N 2.0319 2.4066 0.1175 0.1647
H 2.1821 -0.5162 -0.9762 0.0734
H 3.2405 -1.8785 -1.2939 0.0211
H 2.5187 -1.6958 0.3047 0.0772
H 4.5859 0.1712 -0.9690 0.1127
H 4.9381 -1.0285 0.2686 0.1086
H 4.7418 1.2174 1.2884 0.1081
H 3.4492 0.1681 1.8842 0.1165
C -0.1244 7.3659 -1.5775 -0.1213
C -0.8156 6.1490 -0.9749 -0.2793
C -2.3282 6.3230 -0.8238 -0.2089
C -2.6268 7.4744 0.0811 -0.2219
N -2.8569 8.3694 0.7841 0.1278
H -0.2319 8.2475 -0.9417 0.0738
H 0.9430 7.1734 -1.6875 0.0141
H -0.5332 7.6017 -2.5650 0.0771
H -0.3702 5.9386 0.0020 0.1106
H -0.6223 5.2807 -1.6109 0.0994
H -2.7619 5.4154 -0.4009 0.0260
H -2.7939 6.5039 -1.7956 0.1178
C 1.0821 -6.2675 -0.5483 -0.1108
C 0.9248 -5.4074 -1.7979 -0.2621
C 2.2515 -5.1540 -2.5179 -0.1798
C 3.1955 -4.4349 -1.6101 -0.1926
N 3.9264 -3.8747 -0.9026 0.1559
H 1.7125 -5.7802 0.1989 0.0703
H 0.1095 -6.4459 -0.0854 0.0735
H 1.5250 -7.2371 -0.7928 0.0769
H 0.4685 -4.4539 -1.5173 0.1132
H 0.2358 -5.9030 -2.4868 0.1107
H 2.0850 -4.5467 -3.4110 0.1067
H 2.7055 -6.0978 -2.8297 0.1069
C 5.5742 5.9325 1.3465 -0.1110
C 4.7853 4.8508 0.6160 -0.2821
C 4.4428 5.2336 -0.8255 -0.1779
C 3.6029 6.4693 -0.8410 -0.1877
N 2.9490 7.4292 -0.8484 0.1549
H 5.0005 6.8576 1.4358 0.0719
H 5.8206 5.6047 2.3586 0.0721
H 6.5090 6.1563 0.8248 0.0770
H 3.8661 4.6449 1.1715 0.1026
H 5.3704 3.9267 0.6088 0.0997
H 3.8911 4.4241 -1.3086 0.1030
H 5.3532 5.4149 -1.4020 0.1169
C 3.9714 -7.5366 -6.9973 -0.1117
C 5.1792 -6.7159 -6.5577 -0.2674
C 4.8416 -5.6960 -5.4674 -0.1843
C 3.8181 -4.7293 -5.9701 -0.2276
N 3.0248 -3.9787 -6.3640 0.1417
H 3.1962 -6.9067 -7.4393 0.0710
H 4.2643 -8.2684 -7.7525 0.0735
H 3.5355 -8.0767 -6.1519 0.0758
H 5.5950 -6.2017 -7.4287 0.1133
H 5.9525 -7.3923 -6.1843 0.1091
H 5.7377 -5.1438 -5.1772 0.1176
H 4.4512 -6.1984 -4.5793 0.1000
```